C15H48N2O9 | wB97M-V/def2-TZVPD

Values from the calculation:
SMILES ... COC[C@H](C)N.COC[C@H](C)N.OCCO.CO.CO.CO.CO.CO
Energy relative to the best compared isomer or geometry (same formula, charge and spin) ... 70.8 kcal per mole
HOMO-LUMO gap ... 9.4 eV
M ... 400.55 g/mol
HOMO level ... -9.2 eV

Geometry as ORCA input:
```
! wB97M-V def2-TZVPD RIJCOSX def2/J DEFGRID3
* xyz 0 1
C -5.02334 -2.17385 -0.87697
O -4.90732 -2.58453 0.48237
C -3.81368 -3.47953 0.73107
C -3.53295 -3.71766 2.20503
C -3.23886 -2.44267 2.95718
N -2.35373 -4.53003 2.29790
H -4.17350 -1.64102 -1.30354
H -5.87419 -1.49853 -0.96709
H -5.21872 -3.01467 -1.54251
H -4.02277 -4.43371 0.24741
H -2.91086 -3.16264 0.20896
H -4.47981 -4.10857 2.57751
H -2.41005 -1.86712 2.54498
H -2.97142 -2.55992 4.00735
H -4.07047 -1.73943 2.91281
H -1.62481 -4.05000 1.78961
H -1.95388 -4.50218 3.22496
C 2.69657 0.92932 -5.40538
O 1.57886 0.08014 -5.34934
C 1.77340 -1.25921 -5.83952
C 0.37299 -1.93477 -6.12411
C -0.71107 -1.76441 -5.03646
N 0.52411 -3.36743 -6.23091
H 2.96484 1.10377 -6.44735
H 3.56363 0.42467 -4.97918
H 2.57249 1.96072 -5.07538
H 2.28737 -1.20721 -6.79933
H 2.40585 -1.90215 -5.22736
H -0.03222 -1.56768 -7.06707
H -0.62561 -2.32929 -4.10816
H -1.70148 -1.95130 -5.45152
H -0.70741 -0.71045 -4.75852
H 1.14046 -3.66111 -5.48662
H 1.03076 -3.59383 -7.07480
O 1.34471 0.84840 1.80402
C 0.89356 1.82517 0.85957
C 0.72222 1.18646 -0.53238
O 0.15856 2.09375 -1.43645
H 1.36946 1.28524 2.65851
H -0.06796 2.11040 1.28641
H 1.53960 2.70307 0.85539
H 0.10235 0.29599 -0.63689
H 1.56474 0.67204 -0.99457
H 0.32210 1.72383 -2.30708
C 2.49175 -4.17662 2.17402
O 1.62078 -3.28191 1.41885
H 2.29240 -4.25117 3.24304
H 2.30176 -5.16649 1.75909
H 3.54011 -3.96865 1.96002
H 1.83561 -2.36224 1.59100
C 3.34387 4.28623 5.80666
O 2.32036 3.38705 5.62229
H 3.96572 3.95520 6.63842
H 4.05059 4.45558 4.99428
H 2.88931 5.25146 6.02987
H 1.55094 3.65972 6.12750
C 5.61514 -0.02020 5.00719
O 7.00846 -0.09246 4.89514
H 5.22830 -0.94891 4.58770
H 5.33229 0.12672 6.04954
H 5.15898 0.72473 4.35520
H 7.32074 0.77855 5.15089
C -4.68584 2.86621 0.59372
O -5.85837 2.68596 -0.20947
H -4.24268 1.87481 0.68772
H -3.97801 3.55573 0.13368
H -4.93888 3.30075 1.56081
H -6.55301 2.23947 0.28016
C -0.44465 6.67379 -0.92858
O 0.09250 6.20184 -2.13052
H 0.03058 6.12383 -0.11631
H -0.27443 7.72798 -0.70994
H -1.53200 6.65950 -1.00333
H 0.01514 5.24545 -2.16121
*
```


C39H37I2N4O7RuS | wB97M-V/def2-TZVPD

Values from the calculation:
Energy relative to the best compared isomer or geometry (same formula, charge and spin) ... 22.1 kcal per mole
HOMO-LUMO gap (alpha / beta) ... 8.2 / 6.0 eV
M ... 1060.69 g/mol
HOMO level (alpha / beta) ... -8.0 / -8.4 eV

Geometry as ORCA input:
```
! wB97M-V def2-TZVPD RIJCOSX def2/J DEFGRID3
* xyz 0 6
Ru -0.56556 -0.84077 0.47649
I -3.06558 -4.60397 -3.85625
C -1.34040 -4.45101 -2.72491
C -0.09116 -4.30965 -3.37351
C 1.04658 -3.99023 -2.70316
I 2.76653 -3.70212 -3.75837
C 0.96281 -3.95806 -1.24660
O 2.00804 -3.73642 -0.59344
C -0.33563 -4.10395 -0.59021
C -0.32386 -3.99273 0.88711
N 0.33357 -2.70344 1.30119
C 0.59950 -2.62536 2.74388
C 0.92137 -1.25035 3.19736
C 1.62981 -0.96077 4.39409
C 1.96228 0.36434 4.66005
C 1.54932 1.29309 3.71993
C 0.86164 0.96321 2.56988
N 0.54174 -0.28492 2.33881
C -1.44875 -4.20225 -1.36528
H -0.06340 -4.50079 -4.41776
H 0.22606 -4.79467 1.37394
H -1.36630 -3.87543 1.27926
H 1.24866 -2.53271 0.83562
H 1.31604 -3.34029 3.03784
H -0.25311 -2.97716 3.32081
H 2.02478 -1.78204 5.03984
H 2.43464 0.66906 5.54507
H 1.88407 2.32285 3.83302
H 0.41761 1.67802 1.84706
H -2.48701 -4.21095 -0.84579
C -4.68665 1.39422 7.28156
C -4.32289 1.02501 5.89357
C -5.25106 1.05227 4.84375
C -4.88085 0.60072 3.53367
C -3.56413 0.35477 3.19195
C -2.59305 0.40382 4.23799
C -2.99039 0.65535 5.52328
S -3.10098 0.05943 1.59592
O -2.41308 -1.25968 1.65655
O -4.31831 0.01822 0.78536
O -2.11142 1.06968 1.27909
H -5.79694 1.33721 7.45594
H -4.38992 2.45125 7.44148
H -4.28494 0.73432 8.12383
H -6.31205 1.28719 4.99453
H -5.62655 0.68177 2.76128
H -1.51204 0.22301 4.07973
H -2.26214 0.65848 6.33240
O -1.60063 -1.43428 -2.72808
C -0.93773 -0.43959 -2.58219
N -0.83495 0.53978 -3.53010
C 0.00808 1.61075 -3.14061
C 0.40605 1.12405 -1.74662
O 0.96228 1.76052 -0.86340
N -0.13664 -0.09871 -1.52783
C 1.24400 1.95859 -3.99295
C 2.23749 2.78004 -3.54693
C 3.33167 3.03807 -4.39193
C 3.32853 2.49220 -5.69758
C 2.25431 1.77818 -6.17424
C 1.24448 1.45316 -5.31372
C -0.83364 2.92975 -2.97652
C -0.60927 4.04471 -3.67773
C -1.45303 5.17561 -3.52705
C -2.43988 5.14464 -2.58546
C -2.64370 4.00402 -1.79918
C -1.75295 2.94260 -1.95208
H -1.51014 0.60085 -4.33510
H 2.21614 3.16449 -2.57644
H 4.10367 3.66414 -3.96931
H 4.12428 2.73773 -6.41201
H 2.31880 1.37331 -7.13528
H 0.39426 0.90381 -5.70338
H 0.14487 4.04040 -4.46034
H -1.25036 6.06733 -4.11340
H -2.98575 6.07410 -2.41316
H -3.37950 4.02124 -0.98470
H -1.97104 2.05963 -1.36573
C 4.53368 -1.32527 -1.16536
C 5.08957 -1.44519 0.30778
C 3.77424 -1.87738 0.99674
O 2.67579 -1.21435 0.33621
C 3.09135 -0.81990 -1.03852
H 4.55008 -2.27798 -1.63860
H 5.13799 -0.61803 -1.78542
H 5.51746 -0.45965 0.67043
H 5.85069 -2.27590 0.43216
H 3.74467 -1.51011 2.06282
H 3.58878 -2.93216 1.02062
H 3.04244 0.27030 -1.18552
H 2.44666 -1.33308 -1.72810
*
```